This record from the OMol25 dataset describes an isolated molecule of C4H6N2O2 at a distorted geometry. The level of theory is ωB97M-V/def2-TZVPD.

Values from the calculation:
SMILES: [H]/N=C/[C@H]1C[C@H]1[N+](=O)[O-]
Kohn-Sham gap, eV: 10.73
Strongest force on any atom, eV Å⁻¹: 5.12
Electronic energy, eV: -11315.3853
2S+1: 1
Energy relative to the best compared isomer or geometry (same formula, charge and spin), kcal per mole: 130.44
Highest occupied orbital energy, Ha: -0.37401
E_LUMO, Eh: 0.020

Structure (XYZ):
```
14
Properties=species:S:1:pos:R:3:forces:R:3
N -2.110 -0.321 0.667 1.14 2.01 -1.43
O -0.032 -0.762 -1.870 -0.31 -1.29 0.01
H -2.939 -0.767 0.914 -1.33 -1.42 0.69
O -0.281 1.223 -2.557 -0.03 0.91 0.11
C 1.512 -0.106 0.145 -1.28 -3.25 -3.75
H -0.977 -1.732 1.738 0.52 1.72 -1.54
H 1.620 -1.037 -0.536 0.13 1.89 1.27
C 0.241 0.057 0.801 -1.07 0.95 0.40
C -1.010 -0.781 1.025 0.54 -1.64 1.96
C 0.518 0.907 -0.449 0.58 -1.49 1.38
H 2.330 0.234 0.629 2.56 0.98 1.33
N 0.023 0.428 -1.696 -0.63 -0.23 -1.23
H 0.517 0.698 1.630 -1.05 0.07 0.61
H 0.586 1.960 -0.439 0.24 0.77 0.20
```
Forces are in eV/Å.